{
  "formula": "C2H3CsF",
  "method": "ωB97M-V/def2-TZVPD",
  "elements": ["Cs", "F", "C", "C", "H", "H", "H"],
  "coordinates": [[2.89762, 1.62496, 1.27791], [1.47157, -0.14295, -1.01260], [-0.78637, -0.73007, 0.27027], [-0.22045, 0.29799, -0.35315], [-1.28272, 1.25981, -1.31215], [-0.41894, -1.76206, 0.22502], [-1.66072, -0.54767, 0.90471]],
  "multiplicity": 2,
  "s_squared": 0.766,
  "total_energy_ha": -197.772787,
  "homo_lumo_gap_ev": [3.91, 6.84],
  "lumo_energy_ha": [-0.036, -0.037]
}


{
  "formula": "C54H81CrGeN3O4SeSi3",
  "method": "ωB97M-V/def2-TZVPD",
  "elements": ["Se", "Ge", "Cr", "Si", "Si", "Si", "O", "O", "O", "O", "N", "N", "N", "C", "C", "C", "C", "C", "C", "C", "C", "C", "C", "C", "C", "C", "C", "C", "C", "C", "C", "C", "C", "C", "C", "C", "C", "C", "C", "C", "C", "C", "C", "C", "C", "C", "C", "C", "C", "C", "C", "C", "C", "C", "C", "C", "C", "C", "C", "C", "C", "C", "C", "C", "C", "C", "C", "H", "H", "H", "H", "H", "H", "H", "H", "H", "H", "H", "H", "H", "H", "H", "H", "H", "H", "H", "H", "H", "H", "H", "H", "H", "H", "H", "H", "H", "H", "H", "H", "H", "H", "H", "H", "H", "H", "H", "H", "H", "H", "H", "H", "H", "H", "H", "H", "H", "H", "H", "H", "H", "H", "H", "H", "H", "H", "H", "H", "H", "H", "H", "H", "H", "H", "H", "H", "H", "H", "H", "H", "H", "H", "H", "H", "H", "H", "H", "H", "H"],
  "coordinates": [[-0.32510, -1.64984, 0.95231], [0.16557, -1.89004, -2.58537], [0.32745, 0.91779, 0.50135], [1.95558, -3.49612, -2.55162], [0.40309, -0.73474, -4.66771], [-1.82791, -3.26858, -2.78256], [-1.30614, 1.16136, 1.73366], [2.70453, 1.62148, -2.13853], [1.56598, 0.50850, 2.03557], [1.61976, 0.02536, -0.99702], [-0.33178, 3.94694, -0.90652], [1.39565, 2.87410, 0.29427], [-1.06370, 1.67158, -0.93862], [3.12327, 4.19427, 1.30546], [-5.38515, 2.12817, 1.70698], [2.55837, 2.98997, 0.95679], [-1.19858, 2.94729, -1.30993], [-3.39140, -2.25059, -3.11179], [-2.14656, -4.14612, -1.14196], [6.33604, -0.74724, 0.38253], [2.20139, -5.35524, 4.33211], [-3.24259, 2.48244, -2.48020], [-4.33662, 2.41048, 3.96535], [-1.83108, -4.63078, -4.10377], [4.19197, 0.99184, 3.58183], [2.05373, 1.86322, 4.59018], [-3.52517, 0.61381, 2.41288], [1.82719, -4.70677, -4.00189], [2.31466, -1.75634, 4.76281], [-0.69732, 0.79546, -4.69066], [3.02467, 0.67433, 4.52620], [-4.38426, -0.40518, 2.79673], [0.26384, -4.55138, 5.69353], [-2.21270, 0.26968, 1.97048], [-3.13700, 1.16079, -2.04668], [5.18127, 0.68475, -1.16522], [2.45328, 5.36255, 0.94386], [5.11974, -1.25482, 0.81932], [1.88554, -4.52830, -0.97005], [2.67044, 0.66522, -1.36334], [-2.86282, -2.10320, 2.18664], [-1.96522, -1.12159, 1.80124], [-2.03415, 0.81203, -1.30651], [3.96173, 0.16959, -0.74009], [-5.46000, -2.55104, 4.67033], [0.79928, 3.99233, -0.10310], [0.88501, -2.85936, 3.23408], [0.83509, -1.70352, 2.48024], [6.36539, 0.22421, -0.61134], [1.64187, -2.91981, 4.39596], [3.93699, -0.79865, 0.25799], [-6.39405, -2.68588, 2.35393], [1.28189, 5.26529, 0.22658], [2.14763, -0.18712, -5.08522], [2.58975, -4.09604, 6.43398], [1.56844, -0.54004, 2.80621], [-0.19226, -1.83892, -6.08727], [-3.14709, 3.12874, 1.91512], [-4.09444, -1.76692, 2.72583], [-4.57996, -4.22466, 3.06382], [1.68001, -4.20966, 5.21027], [2.29564, -0.57607, 4.02849], [3.60617, 0.49797, 5.93261], [-4.06764, 2.05024, 2.49782], [-5.11542, -2.79839, 3.19540], [-2.26677, 3.37566, -2.11941], [3.69658, -2.78602, -2.72019], [-3.64282, 4.09802, 2.02500], [2.14649, 0.33046, -6.04737], [-4.07455, 2.80284, -3.09317], [2.58755, -5.04137, 6.98011], [-4.36924, -4.47826, 2.02425], [-5.32282, -4.93187, 3.43761], [4.37910, -0.27107, 5.96373], [2.57400, -5.49231, -3.86663], [2.58652, 2.76030, 4.91509], [0.32755, -2.79484, -6.10668], [-4.56489, -2.63061, 5.28826], [3.19533, -5.12099, 3.94929], [-3.24562, -1.47117, -3.85882], [2.84087, 6.33448, 1.21900], [-6.17061, -2.85390, 1.29974], [-6.16701, 1.50503, 2.14073], [1.25587, 1.65985, 5.30673], [2.83090, -1.03309, -5.15932], [-0.62887, 4.85965, -1.21213], [5.17361, 1.44335, -1.93606], [2.26065, -6.28293, 4.90603], [-1.25912, -2.04504, -6.00692], [2.84838, -5.00373, -0.77664], [-3.66434, -4.35908, 3.64050], [7.31384, 0.62014, -0.95206], [0.85116, -5.17552, -4.08501], [-2.31236, 4.41013, -2.43135], [-2.96732, 2.95626, 0.85345], [-1.24242, -4.60925, -0.74861], [-5.22562, 1.80135, 0.67826], [-5.00893, 1.69510, 4.43827], [2.03920, -4.20623, -4.94674], [2.83371, 0.24458, 6.65998], [-1.32608, -5.52369, -3.73923], [-2.57346, -3.13624, 2.04454], [7.26156, -1.10571, 0.81695], [-0.41796, -4.67887, 4.85351], [2.98179, -1.18881, 0.58541], [3.02926, 2.05371, 1.21795], [4.96834, 0.22931, 3.66591], [-5.35968, -0.11930, 3.17376], [-3.40311, 2.41728, 4.52843], [4.05606, 4.21316, 1.84710], [3.71113, -1.80549, -3.19105], [2.52790, 0.49272, -4.32234], [4.17644, -2.67783, -1.75149], [-5.74941, 3.15773, 1.68888], [4.06524, 1.43829, 6.24437], [-0.65705, 1.29307, -5.66179], [-2.49057, -3.43397, -0.39059], [-1.90586, -0.20858, -0.96490], [0.30607, -3.71183, 2.90019], [2.24864, -3.31602, 7.11545], [2.87675, -1.76499, 5.68277], [-4.19049, -2.90690, -3.46000], [-5.88028, -1.55657, 4.81880], [-3.72816, -1.77822, -2.18999], [-1.35354, -4.33265, -5.03400], [-2.91055, -4.91870, -1.25678], [-2.86575, -4.89884, -4.32386], [-6.19056, -3.28335, 5.02192], [1.13119, -5.31223, -1.04919], [-7.13193, -3.42562, 2.67334], [1.59829, 2.05219, 3.62186], [-2.18299, 3.15856, 2.41323], [-0.12833, -3.74967, 6.32079], [0.74174, 6.14655, -0.09138], [1.63162, -3.91622, -0.10326], [-3.88204, 0.41983, -2.28627], [0.26674, -5.47655, 6.27411], [-0.36523, 1.50344, -3.93027], [3.86307, 1.00991, 2.54690], [-4.78892, 3.40270, 4.03691], [-6.84395, -1.69754, 2.44760], [3.61838, -3.87399, 6.14662], [1.54961, -5.52869, 3.47666], [-1.73601, 0.53968, -4.47881], [4.63432, 1.95948, 3.83113], [5.08828, -2.00183, 1.60270], [4.29876, -3.46400, -3.32939], [-0.01546, -1.33756, -7.04083]],
  "relative_energy_ev": 0.000,
  "multiplicity": 6,
  "charge": -1,
  "s_squared": 8.764,
  "total_energy_ha": -8963.111205,
  "homo_lumo_gap_ev": [5.58, 6.38],
  "lumo_energy_ha": [0.079, 0.066]
}


{
  "formula": "C42H33AuN2P2STe",
  "method": "ωB97M-V/def2-TZVPD",
  "elements": ["Au", "Te", "S", "P", "P", "N", "N", "C", "C", "C", "C", "C", "C", "C", "C", "C", "C", "C", "C", "C", "C", "C", "C", "C", "C", "C", "C", "C", "C", "C", "C", "C", "C", "C", "C", "C", "C", "C", "C", "C", "C", "C", "C", "C", "C", "C", "C", "C", "C", "H", "H", "H", "H", "H", "H", "H", "H", "H", "H", "H", "H", "H", "H", "H", "H", "H", "H", "H", "H", "H", "H", "H", "H", "H", "H", "H", "H", "H", "H", "H", "H", "H"],
  "coordinates": [[0.04336, -0.28881, -0.57225], [-3.09351, 2.36669, 2.33042], [2.63837, -0.30451, -0.62971], [-2.68884, -0.74703, 0.74265], [-1.92876, 1.50689, -0.74852], [-8.00233, 2.67005, 1.80114], [0.92643, 0.91622, -2.13280], [-0.21108, -0.75398, 2.39735], [-4.47044, -0.92029, 3.02275], [2.86490, 2.58638, -3.42761], [0.39321, -1.25502, 3.63193], [3.22920, 1.60153, -2.53559], [-6.78751, -1.53522, 2.77833], [-5.32119, -1.57801, 0.88102], [2.61755, -4.11059, 1.51202], [1.47603, 3.67893, 0.10114], [-7.22289, 2.11656, 0.86948], [-6.57727, -1.78791, 1.43069], [-1.85864, -2.68272, 2.69242], [1.81992, 4.19152, -1.08613], [-3.47187, 3.90589, -1.12245], [-5.57664, 3.94205, -2.29323], [1.95475, -5.28764, 1.19674], [-6.01072, 3.05182, 3.08907], [2.24181, 0.86259, -1.86030], [0.63598, -5.22401, 0.76452], [-5.20780, 2.46625, 2.10954], [-5.72767, -1.12266, 3.57451], [-0.13595, -1.53975, 1.11121], [-4.27141, 1.92791, -2.21740], [-5.85131, 1.98524, 0.98227], [-4.60475, 4.58879, -1.54126], [-1.46505, -1.53205, 1.88525], [0.96752, 4.05448, -2.30123], [-2.37074, 1.00706, 0.88464], [0.03803, -2.42864, 4.18458], [0.61910, -2.81898, 1.07548], [-3.29044, 2.56333, -1.45465], [-4.26003, -1.10971, 1.65695], [0.40785, 2.00456, -2.91227], [-0.64432, 2.77891, -0.68935], [-7.37709, 3.11678, 2.89031], [-1.11841, -3.14949, 3.71486], [-5.40626, 2.60728, -2.63287], [0.25111, 2.92302, 0.30092], [1.96117, -2.89049, 1.44834], [1.45712, 3.04135, -3.42876], [-0.01759, -4.00514, 0.69905], [-0.27734, 3.17092, -2.08179], [-7.77393, -1.66893, 3.20736], [2.13771, 3.80972, 0.95096], [-5.88285, -0.96026, 4.63573], [1.15401, 3.44023, -4.40153], [1.14951, -0.63658, 4.10464], [-0.25937, 1.59124, -3.67838], [-6.17411, 2.09282, -3.20063], [0.04541, 2.50381, 1.28038], [0.54993, -2.79443, 5.06874], [-5.27564, 1.51440, 0.20248], [-7.39172, -2.14451, 0.80948], [-1.44684, -4.01491, 4.28101], [-3.64396, -0.61359, 3.65138], [-4.12867, 0.87922, -2.46195], [0.11133, -6.13150, 0.48442], [0.76590, 5.05145, -2.71388], [-2.71234, 4.40262, -0.52970], [-1.04976, -3.96432, 0.37245], [-0.23631, 0.32648, 2.29615], [-2.81196, -3.14690, 2.46080], [-4.74165, 5.62978, -1.26906], [-7.73465, 1.76393, -0.02124], [-5.14160, -1.76688, -0.17282], [4.26166, 1.31347, -2.37546], [-6.46870, 4.47398, -2.60300], [2.48390, -1.97427, 1.69377], [2.74511, 4.74764, -1.20022], [2.46351, -6.24243, 1.27114], [-8.02303, 3.56068, 3.64450], [-5.57797, 3.45538, 3.99780], [-1.15354, 3.53033, -2.62657], [3.65824, -4.14397, 1.81683], [3.59748, 3.12503, -4.02057]],
  "multiplicity": 3,
  "charge": -2,
  "s_squared": 2.020,
  "total_energy_ha": -3214.232743,
  "homo_lumo_gap_ev": [3.43, 5.87],
  "lumo_energy_ha": [0.145, 0.145]
}